1.
Computed, not measured: a molecular structure, C22H42AlBCl4F2NaO12PS2 at a distorted geometry, with ωB97M-V with the def2-TZVPD basis set.

Structure (XYZ):
```
88
Properties=species:S:1:pos:R:3:mulliken_charge:R:1
C -3.5042 -1.1243 0.4561 -1.42
O 3.3829 -0.5759 4.7028 -0.39
Cl 6.2140 0.2902 1.5582 0.13
H 2.0504 4.3038 -0.2365 0.47
C 4.2442 -1.6052 1.1492 -0.14
S 0.8670 -1.9877 0.9995 -0.26
C -1.3037 2.8330 -1.7632 0.09
H 3.2679 3.1568 -1.0194 0.33
H -4.6035 -3.6518 -0.1643 0.21
O -1.6665 -1.6786 -1.1663 -0.19
O 1.6702 0.6278 3.9322 -0.66
H -2.7693 7.6541 -2.1252 0.29
H -4.4837 -1.6646 0.4209 0.35
C -0.0788 3.8484 -1.7836 -0.87
P -0.9072 -1.2700 1.2931 0.92
C -4.8489 2.4881 -0.5704 -1.00
H -4.2764 -5.9617 -1.5215 0.40
O 5.0091 1.1347 4.6229 -0.43
B 4.8113 -0.2866 4.9752 0.63
H -3.4044 -0.7423 1.5155 0.30
O 0.4724 -2.8713 -2.1447 -0.52
H -3.7199 7.1195 -3.1804 0.29
F 5.0950 -0.4996 6.3371 -0.32
H -4.8093 3.4364 0.0408 0.38
H -0.0629 4.5199 -0.8891 0.40
C 3.6492 -1.1156 -0.2054 0.61
O 3.6595 2.7380 3.8317 -0.57
Cl -1.9617 -4.3278 1.8209 -0.17
Na -0.4946 -2.3655 4.2828 0.99
H -2.5719 0.5704 -0.7186 -0.13
O -1.1611 -4.0102 -0.5648 -0.43
H -1.3949 2.4098 -2.8060 0.23
H -4.5186 3.3629 -2.5468 0.48
H -0.1221 0.7693 1.6373 0.27
C -3.9281 2.7279 -1.8231 -0.60
H 4.2929 -2.7515 1.1085 0.17
H -2.6940 4.0229 -0.4128 0.53
O -1.5907 -3.4268 -3.1744 -0.62
C -2.3402 -3.5919 0.1683 1.00
H -5.2350 0.8459 0.8323 0.38
O -1.3271 -1.4452 2.9568 -0.65
H -0.1070 4.4588 -2.7238 0.34
C 2.2278 3.2712 -0.6238 -0.98
H 4.2978 -1.5582 -1.0154 0.35
H 4.0883 1.9729 1.0922 0.73
H -5.9158 2.3775 -0.8847 0.33
C -3.5946 0.1781 -0.4501 0.95
H -0.5916 -1.0432 3.4731 0.40
C 1.2484 2.9446 -1.8552 -0.41
H -3.8808 -5.1320 0.5257 0.56
H 4.2769 -4.4480 -1.6039 0.00
C 1.9611 2.2145 0.5321 -0.01
H 1.7938 3.1732 -2.8106 0.58
C -2.6436 3.6161 -1.4560 -0.45
H 1.7052 2.7314 1.4937 0.71
H 1.1125 1.5053 0.3061 -0.70
H 3.5696 -1.3535 2.0043 0.18
H 2.9199 0.6660 1.7390 -1.28
H -3.9051 -4.0083 -3.3889 0.43
C 5.2789 -4.8687 -1.5683 -0.04
C 3.8494 1.6083 4.2025 0.59
C 3.6217 0.4535 -0.4221 -0.55
H -1.1883 2.0367 -0.9820 -0.38
Cl 6.2533 -4.1332 -2.8430 -0.13
C -3.6983 -4.3078 -0.2162 -0.77
H 5.3552 -1.2189 1.3483 -0.07
H 4.5838 0.8182 -0.8905 0.28
H -3.6494 1.8049 -2.3949 0.23
Al -4.5765 -1.9942 -3.0206 0.71
C -4.3271 1.3243 0.3508 -0.65
C 2.8339 0.5311 4.2548 0.75
C 3.2234 1.2947 0.8636 0.86
H 2.8304 0.6650 -1.2013 0.13
Cl 5.9738 -4.5614 0.0307 -0.13
C -3.6922 -5.0059 -1.6437 -0.61
H 2.6139 -1.5410 -0.3528 -0.49
O -0.8063 0.3976 1.0440 -0.47
C -2.2349 -2.0162 0.1293 0.26
H 5.2350 -5.9421 -1.7313 0.34
H -3.6734 1.6457 1.1997 0.26
H 0.9431 1.8631 -1.8441 0.08
O -4.4460 -4.2022 -2.5959 -0.53
F 5.6307 -1.1104 4.1672 -0.36
H -2.6437 4.5268 -2.1420 0.02
O -2.9947 6.8506 -2.6063 -0.60
H -4.1077 -0.0817 -1.4148 -0.34
S -0.9754 -3.0033 -1.8916 0.99
H -2.6825 -5.3057 -2.0091 0.39
```

The electronic energy comes out at -146220.7992 eV. As for the spin multiplicity: 1. Its LUMO energy is -0.3765 hartree. The value obtained for the frontier orbital gap is 3.6 eV. Its net charge is +2. As for the strongest force on any atom: 6.66 eV/Å.

=====

2.
Computed, not measured: a molecular structure, C22H42Cl3N2O4SSiTi at a distorted geometry, with ωB97M-V with the def2-TZVPD basis set.

Structure (XYZ):
```
76
Properties=species:S:1:pos:R:3:mulliken_spin:R:1
H -0.9778 3.1334 0.7414 0.01
S -5.1907 -0.3459 2.1705 0.06
H 3.4297 -1.2683 1.3111 0.00
H 1.9797 -0.4032 -0.1073 0.02
Ti -2.0685 -0.3256 2.1088 1.52
O -2.8866 -2.2537 1.4117 0.01
H 2.5442 -2.7926 1.6653 -0.02
C -5.7073 1.3772 2.1837 0.01
C 0.5505 -1.7218 2.6526 0.43
H -3.3764 -5.0382 -1.5766 0.00
H -0.3205 0.0373 -3.6495 0.00
H -0.5758 -4.4769 0.1696 -0.01
H 3.5745 -2.0300 2.9100 -0.04
Cl -1.5444 1.6706 3.0830 0.01
H -0.9242 4.7090 -0.2288 0.00
H 5.6836 1.4657 -1.3925 0.00
C 0.6418 -2.8568 -2.0772 0.00
H 5.9814 -0.1707 -1.8998 0.00
C 1.3528 -2.2893 -1.0167 0.03
H 4.0190 3.2855 -2.6130 0.00
O -0.5220 -1.2128 3.0982 -0.05
Cl -0.8393 -0.8871 0.4212 -0.06
H -2.0976 -4.1594 -2.4394 0.00
C -0.7397 3.6048 -0.2354 -0.01
H -5.6446 -0.2509 4.4082 0.00
C 1.0760 -0.1183 -2.0125 0.01
N -2.3947 -3.6242 -0.3954 0.00
H -7.1313 -0.9113 3.5536 0.00
C -1.6471 -4.5949 0.3656 0.01
H -1.3171 3.0862 -1.0258 0.00
N 1.7113 -1.0736 2.5350 -0.06
H -2.9035 -1.6431 -0.5823 0.00
H -5.4570 1.8417 1.2222 0.00
O 1.3941 2.0360 -0.9439 0.01
H 2.4960 5.0556 -2.0189 0.00
C 0.1808 -0.6467 -2.9489 0.01
H -1.8220 -4.4018 1.4205 0.00
H 1.8566 4.4765 1.6171 0.00
H 1.8101 -2.9236 -0.2579 -0.02
H 2.8318 2.9762 1.2338 0.00
C 1.4304 4.8712 -1.8397 0.00
H 1.1727 0.8246 3.3621 0.02
H -0.6901 -2.4549 -3.7556 0.00
H -1.9803 -5.5962 0.0810 0.00
C 2.8714 -1.8280 2.0812 0.08
Si 1.1261 3.5759 -0.5501 0.00
H -3.6253 -3.3635 -2.0833 0.00
H 0.9675 4.5828 -2.7898 0.00
H 2.1833 0.8886 1.8786 0.01
H 2.6338 3.1564 -3.7473 0.00
H 3.5902 -0.3951 -1.5941 0.00
Cl -3.3245 0.8184 0.4048 0.01
H -5.6483 -1.9388 3.7766 0.00
H 5.7064 1.0900 -3.1114 0.00
C 1.5718 1.3239 -2.1891 0.00
C -6.0411 -0.9244 3.6412 0.00
H 0.9450 5.8054 -1.5240 0.00
C 1.8370 3.4550 1.1972 0.00
C 1.9840 0.3354 2.8132 0.01
C 3.9141 0.5238 -2.0625 0.00
C 5.3850 0.7180 -2.1351 0.00
H 1.1344 2.8312 1.7941 0.00
O -3.8120 -0.4399 3.0048 0.03
C -2.7390 -2.4426 0.1586 -0.01
C 1.4835 -0.9005 -0.9395 -0.02
H -5.1409 1.8255 3.0036 0.00
C 3.4945 2.6183 -3.3222 0.00
H 2.9243 0.3896 3.3885 -0.01
H 0.9028 1.8207 -2.9302 0.00
H -6.7879 1.3754 2.3567 0.00
C -2.8875 -4.0596 -1.6814 0.00
C 3.0356 1.4136 -2.5511 0.00
H 0.5719 -2.7611 2.2988 0.02
C -0.0305 -2.0276 -2.9897 0.00
H 0.5750 -3.9443 -2.1665 0.00
H 4.2406 2.4978 -4.1395 0.00
```

Its expectation value of S² is 2.014. The electronic energy comes out at -114064.8016 eV. As for the spin multiplicity: 3. Its LUMO energy (spin up / spin down) is 0.0924 / 0.0898 hartree. The value obtained for the frontier orbital gap (spin up / spin down) is 2.7 / 7.3 eV. Its net charge is -1. As for the strongest force on any atom: 3.99 eV/Å.

=====

Q: strongest force on any atom of number 1 (C22H42AlBCl4F2NaO12PS2)?
A: 6.66 eV/Å

=====

Q: Number 2 is which compound?
A: C22H42Cl3N2O4SSiTi

=====

Q: Among the records above, which one has the lowest electronic energy?
A: C22H42AlBCl4F2NaO12PS2